Formula: C25H51AsClCrGeO3Si2
Source: the OMol25 dataset
Level of theory: ωB97M-V with the def2-TZVPD basis set

Values from the calculation:
HOMO-LUMO gap (alpha / beta) ... 8.1 / 5.6 eV

ORCA input file:
```
! wB97M-V def2-TZVPD RIJCOSX def2/J DEFGRID3
* xyz 0 6
Cr 0.563 0.825 0.748
C -2.029 -1.506 2.490
C -1.580 -0.135 2.978
C -2.722 0.543 3.725
C -0.379 -0.291 3.899
O -1.203 0.634 1.821
Ge -2.078 2.213 1.121
O -0.267 2.782 0.881
C 0.077 3.926 0.073
C 1.219 4.661 0.765
C 0.505 3.458 -1.316
C -1.119 4.867 -0.043
O -1.987 1.487 -0.590
C -3.113 1.203 -1.405
C -4.199 0.474 -0.612
C -2.592 0.319 -2.532
C -3.679 2.502 -1.977
H -2.271 -2.155 3.332
H -1.233 -1.977 1.910
H -2.913 -1.415 1.857
H -3.019 -0.073 4.576
H -3.593 0.676 3.082
H -2.423 1.523 4.099
H -0.624 -0.962 4.725
H -0.070 0.667 4.309
H 0.467 -0.725 3.358
H 2.104 4.035 0.838
H 0.925 4.954 1.774
H 1.481 5.561 0.206
H 1.374 2.801 -1.240
H 0.779 4.312 -1.939
H -0.304 2.906 -1.794
H -1.472 5.169 0.944
H -1.944 4.401 -0.582
H -0.831 5.763 -0.593
H -3.770 -0.374 -0.075
H -4.987 0.103 -1.269
H -4.658 1.139 0.122
H -2.056 -0.522 -2.097
H -1.892 0.877 -3.156
H -3.400 -0.060 -3.161
H -4.034 3.148 -1.171
H -4.518 2.307 -2.647
H -2.908 3.036 -2.535
C 0.087 -4.798 -0.545
Si -0.645 -3.194 -1.191
C -2.363 -3.024 -0.475
C -0.879 -3.272 -3.053
As 0.888 -1.534 -0.398
Si 2.338 -1.643 -2.306
C 4.121 -1.091 -2.147
C 1.516 -0.492 -3.533
C 2.518 -3.411 -2.912
H -0.419 -5.651 -1.004
H -0.067 -4.857 0.533
H 1.154 -4.899 -0.731
H -3.043 -3.567 -1.137
H -2.704 -1.994 -0.417
H -2.428 -3.460 0.521
H -1.389 -4.220 -3.246
H 0.024 -3.250 -3.656
H -1.532 -2.470 -3.393
H 4.267 -0.035 -1.940
H 4.555 -1.298 -3.131
H 4.690 -1.669 -1.422
H 1.457 0.511 -3.107
H 0.507 -0.790 -3.804
H 2.123 -0.440 -4.441
H 3.098 -3.981 -2.184
H 3.099 -3.379 -3.837
H 1.601 -3.959 -3.109
Cl 1.902 2.222 3.099
C 2.859 0.771 2.914
C 3.254 0.091 4.050
C 3.934 -1.111 3.925
C 4.201 -1.602 2.655
C 3.813 -0.890 1.533
C 3.135 0.336 1.610
C 2.666 1.079 0.420
H 3.013 0.499 5.022
H 4.247 -1.652 4.807
H 4.725 -2.541 2.536
H 4.058 -1.275 0.552
H 3.146 0.715 -0.480
H 2.846 2.150 0.523
*
```

Formula: C12H12O
Source: the OMol25 dataset
Level of theory: ωB97M-V with the def2-TZVPD basis set

Values from the calculation:
SMILES ... C[C@H](O)c1ccc2ccccc2c1
HOMO-LUMO gap ... 9.1 eV

ORCA input file:
```
! wB97M-V def2-TZVPD RIJCOSX def2/J DEFGRID3
* xyz 0 1
C 0.735 1.224 3.058
C -0.303 1.802 2.062
O -1.517 1.915 2.649
C -0.109 0.934 0.783
C 1.064 1.212 0.182
C 1.485 0.350 -0.792
C 0.540 -0.448 -1.485
C 0.866 -1.100 -2.718
C -0.013 -2.105 -3.084
C -1.220 -2.494 -2.310
C -1.551 -1.747 -1.286
C -0.698 -0.711 -0.811
C -0.955 -0.017 0.389
H 0.821 0.105 3.181
H 0.758 1.967 4.031
H 1.826 1.496 2.410
H 0.098 2.743 2.010
H -2.183 1.985 1.816
H 1.959 1.887 0.571
H 2.566 0.351 -1.205
H 1.751 -0.825 -3.228
H 0.429 -2.711 -3.962
H -1.883 -3.427 -2.473
H -2.488 -2.138 -0.652
H -1.976 -0.248 0.866
*
```

Formula: C36H100N8O11
Source: the OMol25 dataset
Level of theory: ωB97M-V with the def2-TZVPD basis set

Values from the calculation:
SMILES ... COC[C@H](C)N.COC[C@H](C)N.COC[C@H](C)N.COC[C@H](C)N.COC[C@H](C)N.COC[C@H](C)N.COC[C@H](C)N.COCCNCCOC.CO.CO
HOMO-LUMO gap ... 9.7 eV

ORCA input file:
```
! wB97M-V def2-TZVPD RIJCOSX def2/J DEFGRID3
* xyz 0 1
C -2.021 -6.326 0.107
O -2.629 -5.411 -0.798
C -2.325 -4.057 -0.477
C -3.400 -3.234 0.201
C -4.470 -2.844 -0.750
N -2.725 -2.101 0.855
H -2.144 -7.320 -0.307
H -2.563 -6.311 1.019
H -0.916 -6.229 0.237
H -1.439 -4.079 0.176
H -2.030 -3.575 -1.405
H -3.905 -3.863 0.955
H -4.933 -3.672 -1.259
H -4.129 -2.148 -1.502
H -5.260 -2.320 -0.187
H -3.413 -1.499 1.342
H -2.167 -2.539 1.615
C 6.657 -1.310 -1.325
O 5.242 -1.629 -0.977
C 4.353 -1.255 -2.136
C 3.055 -1.989 -2.060
C 2.622 -2.076 -0.604
N 3.299 -3.280 -2.719
H 6.709 -0.303 -1.641
H 7.032 -1.896 -2.179
H 7.273 -1.526 -0.427
H 4.362 -0.166 -2.103
H 4.790 -1.580 -3.071
H 2.318 -1.427 -2.615
H 1.519 -2.193 -0.659
H 2.864 -1.032 -0.236
H 3.240 -2.663 0.030
H 3.738 -3.919 -2.052
H 2.374 -3.694 -2.914
C 3.025 5.595 2.119
O 1.629 5.545 1.808
C 1.139 4.350 2.415
C -0.421 4.314 2.401
C -0.941 3.784 1.048
N -0.976 5.550 2.856
H 3.586 4.790 1.602
H 3.227 5.738 3.198
H 3.480 6.474 1.622
H 1.601 3.579 1.825
H 1.589 4.248 3.418
H -0.738 3.494 3.097
H -0.506 2.746 1.019
H -0.660 4.312 0.159
H -2.003 3.642 1.058
H -0.706 6.273 2.224
H -1.961 5.426 2.835
C -2.996 4.426 -3.030
O -2.473 3.160 -2.614
C -2.913 2.106 -3.331
C -4.217 1.527 -2.811
C -4.210 0.939 -1.372
N -4.843 0.481 -3.519
H -4.012 4.301 -3.405
H -2.431 4.836 -3.883
H -2.993 5.170 -2.225
H -2.881 2.276 -4.405
H -2.170 1.356 -3.152
H -5.004 2.304 -2.862
H -5.243 0.694 -1.140
H -3.812 1.660 -0.643
H -3.559 0.068 -1.348
H -4.973 0.738 -4.494
H -4.228 -0.355 -3.492
C -0.255 -1.417 -7.856
O -0.920 -1.419 -6.630
C -0.462 -2.484 -5.808
C -0.778 -1.948 -4.451
C 0.048 -0.647 -4.191
N -0.371 -2.928 -3.480
H -0.764 -0.626 -8.415
H -0.389 -2.410 -8.320
H 0.807 -1.197 -7.845
H -1.048 -3.381 -6.129
H 0.647 -2.515 -5.865
H -1.839 -1.651 -4.430
H 0.147 -0.471 -3.119
H -0.337 0.182 -4.766
H 1.033 -0.703 -4.560
H -0.487 -2.493 -2.572
H -0.930 -3.773 -3.535
C 0.985 -0.498 2.169
O 1.239 -0.981 3.489
C 2.398 -1.726 3.723
C 2.666 -1.563 5.258
C 1.565 -2.089 6.135
N 2.871 -0.115 5.412
H 0.849 -1.283 1.461
H 1.870 0.104 1.863
H 0.062 0.183 2.193
H 2.219 -2.791 3.445
H 3.303 -1.371 3.184
H 3.603 -2.142 5.409
H 1.883 -2.117 7.157
H 1.286 -3.155 5.956
H 0.670 -1.431 6.050
H 1.894 0.284 5.372
H 3.331 0.172 6.277
C 1.939 2.570 -3.051
O 2.565 3.825 -2.774
C 1.629 4.901 -2.630
C 1.761 5.386 -1.194
C 0.794 6.539 -1.027
N 3.153 5.891 -0.976
H 1.177 2.358 -2.278
H 2.724 1.876 -2.941
H 1.512 2.497 -4.063
H 1.972 5.714 -3.319
H 0.664 4.489 -2.814
H 1.638 4.466 -0.538
H 1.061 7.289 -1.758
H 0.824 6.969 -0.045
H -0.216 6.202 -1.242
H 3.827 5.227 -1.338
H 3.265 6.667 -1.632
C -0.056 -6.010 3.952
O -0.687 -4.848 4.484
C -1.947 -4.681 3.901
C -2.453 -3.322 4.278
N -1.637 -2.247 3.761
C -1.853 -1.064 4.594
C -3.195 -0.478 4.480
O -3.570 0.002 3.202
C -2.815 1.112 2.765
H -0.404 -6.911 4.436
H 1.005 -5.930 4.236
H -0.136 -6.217 2.911
H -2.609 -5.329 4.476
H -2.005 -4.840 2.834
H -2.699 -3.236 5.393
H -3.442 -3.193 3.853
H -0.647 -2.385 3.922
H -1.120 -0.295 4.344
H -1.709 -1.267 5.665
H -3.192 0.336 5.242
H -3.974 -1.132 4.777
H -2.862 1.925 3.492
H -3.141 1.407 1.751
H -1.770 0.893 2.790
C 4.064 1.664 0.004
O 5.150 0.760 0.252
H 4.476 2.675 0.232
H 3.736 1.617 -1.020
H 3.228 1.500 0.692
H 4.931 -0.147 -0.028
C -0.556 0.517 -0.652
O -0.709 -0.862 -0.954
H -1.426 0.904 -0.085
H 0.415 0.737 -0.153
H -0.560 1.086 -1.567
H -1.304 -1.287 -0.332
*
```

Formula: C30H25BKN11
Source: the OMol25 dataset
Level of theory: ωB97M-V with the def2-TZVPD basis set

Values from the calculation:
HOMO-LUMO gap (alpha / beta) ... 6.0 / 5.8 eV

ORCA input file:
```
! wB97M-V def2-TZVPD RIJCOSX def2/J DEFGRID3
* xyz -1 2
K 0.000 0.000 0.000
C 3.504 -3.053 0.728
C 2.734 -2.022 0.257
N 1.493 -1.752 0.704
C 0.889 -2.496 1.679
C 1.656 -3.582 2.199
C 2.949 -3.845 1.716
C 1.161 -4.416 3.197
C -0.096 -4.186 3.708
C -0.865 -3.126 3.222
C -0.450 -2.245 2.202
N -1.182 -1.196 1.683
C -2.441 -0.683 1.915
C -3.388 -1.181 2.833
C -4.649 -0.617 3.048
C -5.041 0.487 2.328
C -4.174 1.033 1.387
C -4.621 2.152 0.664
C -3.812 2.741 -0.289
C -2.576 2.182 -0.482
N -2.127 1.111 0.198
C -2.878 0.483 1.152
H 4.497 -3.234 0.342
H 3.089 -1.351 -0.517
H 3.530 -4.671 2.115
H 1.747 -5.241 3.586
H -0.496 -4.822 4.491
H -1.812 -3.038 3.714
H -3.210 -2.047 3.437
H -5.314 -1.061 3.782
H -6.024 0.911 2.504
H -5.608 2.567 0.844
H -4.134 3.601 -0.858
H -1.876 2.579 -1.210
C 2.620 -1.428 -3.528
C 2.282 -1.478 -2.198
N 1.537 -0.399 -1.896
N 1.415 0.359 -2.982
C 2.047 -0.270 -4.001
B 0.549 1.673 -3.018
N 0.892 2.604 -1.794
C 1.369 3.869 -1.867
C 1.542 4.355 -0.592
C 1.149 3.332 0.238
N 0.760 2.284 -0.511
N -0.943 1.208 -2.948
C -1.916 1.348 -3.878
C -3.065 0.753 -3.412
C -2.731 0.248 -2.178
N -1.440 0.529 -1.925
N 0.778 2.532 -4.314
C 1.865 2.610 -5.119
C 1.650 3.589 -6.062
C 0.416 4.113 -5.761
N -0.077 3.475 -4.685
H 3.193 -2.155 -4.087
H 2.544 -2.258 -1.497
H 2.082 0.039 -5.032
H 1.585 4.416 -2.774
H 1.908 5.332 -0.304
H 1.146 3.347 1.319
H -1.823 1.826 -4.841
H -4.021 0.686 -3.913
H -3.382 -0.298 -1.510
H 2.775 2.039 -5.032
H 2.318 3.903 -6.852
H -0.084 4.923 -6.275
H 0.134 0.558 2.198
*
```

Formula: C34H27AsN3O4Ru
Source: the OMol25 dataset
Level of theory: ωB97M-V with the def2-TZVPD basis set

Values from the calculation:
HOMO-LUMO gap (alpha / beta) ... 4.7 / 4.7 eV

ORCA input file:
```
! wB97M-V def2-TZVPD RIJCOSX def2/J DEFGRID3
* xyz 0 2
Ru -0.009 0.403 0.846
O 0.076 0.994 -1.713
C -1.117 0.980 -2.415
C -1.282 0.279 -3.604
C -2.504 0.279 -4.254
C -3.574 0.990 -3.729
C -3.420 1.653 -2.530
C -2.208 1.639 -1.830
C -2.169 2.305 -0.546
N -1.211 2.231 0.306
N -1.330 3.020 1.399
C -0.287 2.942 2.205
O 0.761 2.251 1.981
C -0.399 3.723 3.469
C 0.506 3.480 4.498
C 0.356 4.106 5.726
C -0.689 4.995 5.925
C -1.581 5.259 4.894
C -1.443 4.625 3.672
H -0.457 -0.278 -4.023
H -2.614 -0.283 -5.172
H -4.527 1.011 -4.240
H -4.252 2.187 -2.089
H -3.020 2.929 -0.281
H 1.333 2.804 4.321
H 1.052 3.897 6.529
H -0.812 5.478 6.886
H -2.395 5.956 5.051
H -2.142 4.803 2.868
N 0.549 -0.191 3.152
C -0.472 -1.004 3.803
C -1.803 -0.966 3.011
O -2.830 -1.258 3.595
O -1.681 -0.694 1.761
H 1.477 -0.583 3.230
H 0.567 0.750 3.519
H -0.684 -0.694 4.826
H -0.161 -2.050 3.823
C -0.261 -5.584 -3.644
C -1.525 -5.054 -3.408
C -1.665 -3.942 -2.599
C -0.549 -3.343 -1.999
C 0.714 -3.885 -2.245
C 0.853 -4.994 -3.062
As -0.913 -1.801 -0.891
C 0.837 -1.696 0.011
C 0.996 -2.562 1.108
C 2.146 -2.572 1.872
C 3.148 -1.640 1.612
C 3.026 -0.784 0.537
C 1.909 -0.822 -0.323
C 2.116 -0.232 -1.685
C 3.303 -0.580 -2.337
C 3.625 -0.075 -3.583
C 2.773 0.830 -4.198
C 1.594 1.190 -3.574
C 1.247 0.632 -2.350
H -0.149 -6.455 -4.275
H -2.396 -5.518 -3.852
H -2.646 -3.523 -2.398
H 1.592 -3.439 -1.791
H 1.836 -5.410 -3.248
H 0.198 -3.261 1.330
H 2.254 -3.281 2.683
H 4.035 -1.600 2.232
H 3.820 -0.082 0.312
H 3.978 -1.271 -1.847
H 4.546 -0.378 -4.064
H 3.023 1.252 -5.162
H 0.930 1.911 -4.032
*
```

Formula: C5H10
Source: the OMol25 dataset
Level of theory: ωB97M-V with the def2-TZVPD basis set

Values from the calculation:
SMILES ... C=CC.C=C
HOMO-LUMO gap ... 11.0 eV

ORCA input file:
```
! wB97M-V def2-TZVPD RIJCOSX def2/J DEFGRID3
* xyz 0 1
C 1.456 -1.086 0.607
C 1.736 0.115 0.109
C 1.162 0.673 -1.161
H 0.770 -1.764 0.101
H 1.905 -1.443 1.530
H 2.436 0.758 0.644
H 1.953 0.864 -1.896
H 0.655 1.628 -0.977
H 0.433 -0.013 -1.603
C -2.290 -0.519 0.161
C -1.881 0.614 0.720
H -3.281 -0.623 -0.275
H -1.646 -1.395 0.121
H -0.886 0.701 1.151
H -2.521 1.492 0.767
*
```

Formula: C6H15N2S
Source: the OMol25 dataset
Level of theory: ωB97M-V with the def2-TZVPD basis set

Values from the calculation:
HOMO-LUMO gap ... 10.2 eV

ORCA input file:
```
! wB97M-V def2-TZVPD RIJCOSX def2/J DEFGRID3
* xyz 1 1
C -0.019 1.510 -0.455
C -1.416 1.837 -0.171
C -1.833 -0.891 -0.024
C -1.983 -1.070 -1.503
C 2.393 0.482 0.980
C 1.064 -0.223 0.903
N -1.539 -1.913 0.690
N 0.229 0.131 -0.237
S -2.281 0.570 0.956
H 0.198 1.651 -1.579
H 0.611 2.181 0.097
H -1.730 2.739 0.360
H -2.056 1.918 -1.086
H -2.120 0.109 -1.932
H -2.905 -1.633 -1.559
H -1.126 -1.674 -1.943
H 3.143 0.110 0.095
H 2.284 1.566 0.968
H 2.885 0.227 1.940
H 0.377 -0.001 1.719
H 1.221 -1.330 1.072
H -1.331 -2.882 0.264
H -1.501 -1.673 1.648
H 0.802 -0.089 -1.044
*
```

Formula: C2H4N4
Source: the OMol25 dataset
Level of theory: ωB97M-V with the def2-TZVPD basis set

Values from the calculation:
HOMO-LUMO gap ... 9.8 eV

ORCA input file:
```
! wB97M-V def2-TZVPD RIJCOSX def2/J DEFGRID3
* xyz 0 1
C 1.213 0.976 -0.202
C -1.044 0.082 0.108
N 1.805 -0.169 -0.319
N 0.240 0.560 0.721
N 0.798 -0.751 0.569
N -0.360 -1.118 -0.208
H 1.456 1.992 -0.575
H -1.797 -0.029 0.796
H -1.479 0.433 -0.884
H -0.832 -1.977 -0.006
*
```

Computed values of F_max (unit: eV/Å) for the preceding records, in sequence: 0.589, 5.701, 3.464, 3.139, 1.914, 0.183, 4.429, 3.153.
Computed values of energy (unit: Eh) for the preceding records, in sequence: -7605.3591, -539.5873, -2697.0065, -2385.2726, -4107.5597, -196.4441, -745.0038, -297.4395.